Run P
16
Properties=species:S:1:pos:R:3:nbo_charge:R:1 method="wB97M-V/def2-TZVPD" total_charge=+1 homo_lumo_gap_ev=11.388 homo_energy_ha=-0.5401
N 1.298 0.643 -0.991 -0.7896
N -0.352 0.352 1.111 -0.6847
N -0.450 -1.267 -0.888 -0.5682
C -1.393 1.280 0.701 -0.4174
C 0.781 -1.795 -0.206 -0.2712
C 0.583 -0.394 -0.542 0.5471
H -0.632 -0.539 1.518 0.4037
H 0.239 0.923 1.731 0.4030
H 2.358 0.748 -0.913 0.4428
H 0.925 1.548 -1.169 0.4182
H -0.506 -1.425 -1.936 0.4149
H -0.894 2.127 0.371 0.1959
H -2.033 1.470 1.473 0.2230
H -1.924 0.999 -0.205 0.2190
H 0.558 -2.193 0.703 0.2191
H 1.440 -2.478 -0.757 0.2443

Run Q
16
Properties=species:S:1:pos:R:3:nbo_charge:R:1 method="wB97M-V/def2-TZVPD" total_charge=+1 homo_lumo_gap_ev=11.756 homo_energy_ha=-0.5461 smiles="CCNC(N)=[NH2+]"
N -0.285 -0.225 -0.423 -0.5525
N 0.550 1.379 1.049 -0.7605
N -0.533 2.005 -0.855 -0.7626
C -0.264 -2.586 0.292 -0.6285
C -0.123 1.024 -0.040 0.6819
C 0.569 -1.414 -0.219 -0.2099
H -0.470 2.969 -0.572 0.4163
H 1.095 -1.617 -1.149 0.2239
H -0.935 -0.356 -1.184 0.4089
H 0.693 0.757 1.828 0.4351
H -0.987 -2.254 1.001 0.2245
H -1.129 1.890 -1.657 0.4278
H 0.791 2.348 1.158 0.4224
H 0.371 -3.369 0.700 0.2429
H -0.671 -3.104 -0.577 0.2254
H 1.311 -1.141 0.528 0.2048

Run R
16
Properties=species:S:1:pos:R:3:nbo_charge:R:1 method="wB97M-V/def2-TZVPD" total_charge=+1 homo_lumo_gap_ev=9.490 homo_energy_ha=-0.4628 smiles=C[NH2+][C@@H]1N[C@H]1N
N -0.741 0.954 0.155 -0.6082
N -2.946 -0.164 -0.141 -0.7945
N 1.133 -0.566 0.337 -0.5319
C -1.848 0.136 0.575 0.2590
C 2.146 0.478 0.103 -0.4113
C -0.313 -0.342 -0.226 -0.1201
H -0.831 1.624 -0.502 0.3770
H -3.608 -0.807 0.171 0.4186
H -2.997 0.138 -1.152 0.4094
H 1.081 -0.738 1.419 0.4472
H 3.021 0.157 0.468 0.2217
H 2.056 1.448 0.481 0.2457
H 1.457 -1.396 -0.233 0.4450
H 2.231 0.446 -0.953 0.2138
H -0.559 -0.863 -1.226 0.2154
H -1.800 -0.156 1.598 0.2132

Run S
16
Properties=species:S:1:pos:R:3:nbo_charge:R:1 method="wB97M-V/def2-TZVPD" total_charge=+1 homo_lumo_gap_ev=11.043 homo_energy_ha=-0.5256 smiles="CNNC(C)=[NH2+]"
N 0.195 -0.155 1.462 -0.4592
N 0.275 -1.483 -1.051 -0.7109
N 0.324 0.496 0.266 -0.3690
C 0.319 -0.184 -0.861 0.5720
C 0.413 0.611 -2.109 -0.6852
C -0.957 0.160 2.308 -0.4177
H -1.766 -0.609 2.069 0.2064
H -0.055 0.093 -3.030 0.2651
H -0.760 0.131 3.332 0.2327
H 1.546 0.862 -2.076 0.2707
H -1.283 1.107 1.862 0.1989
H 0.660 1.424 0.071 0.4020
H 0.984 -0.062 2.013 0.3746
H -0.068 1.494 -2.113 0.2462
H -0.169 -1.829 -1.907 0.4404
H 0.341 -2.056 -0.235 0.4331

It is run R that is the least stable of them.

Run P
16
Properties=species:S:1:pos:R:3:nbo_charge:R:1 method="wB97M-V/def2-TZVPD" total_charge=+1 homo_lumo_gap_ev=12.039 homo_energy_ha=-0.5625 smiles="CCNC(N)=[NH2+]"
N 1.198 -0.131 2.159 -0.7883
N -0.776 0.989 1.556 -0.7432
N 0.500 -0.038 -0.055 -0.5050
C -0.476 0.117 -1.137 -0.2305
C 0.027 -0.568 -2.371 -0.6269
C 0.229 0.209 1.203 0.6810
H 1.119 -1.106 2.465 0.4138
H 1.161 -0.789 -0.205 0.4275
H 1.023 -0.235 -2.663 0.2329
H -0.955 1.275 2.504 0.4341
H -1.401 -0.327 -0.754 0.1973
H 1.014 0.397 3.009 0.3909
H -0.699 1.177 -1.258 0.2175
H 0.205 -1.610 -2.141 0.2158
H -1.517 1.168 0.895 0.4268
H -0.653 -0.529 -3.206 0.2562

Run Q
16
Properties=species:S:1:pos:R:3:nbo_charge:R:1 method="wB97M-V/def2-TZVPD" total_charge=+1 homo_lumo_gap_ev=10.660 homo_energy_ha=-0.5117 smiles="C/[NH+]=C(/N)CN"
N -0.540 -2.241 -0.505 -0.8383
N 1.636 -0.872 0.904 -0.7471
N 0.677 1.199 0.419 -0.5034
C -0.454 -0.737 -0.328 -0.3107
C 0.701 -0.105 0.361 0.5454
C -0.394 1.993 -0.074 -0.4240
H -0.492 -0.370 -1.335 0.2519
H 1.478 -1.919 0.802 0.4369
H -1.312 -2.406 -1.139 0.3982
H 1.354 1.720 1.132 0.4436
H 2.625 -0.753 1.202 0.4532
H -0.185 3.028 0.087 0.2497
H -1.452 -0.299 0.122 0.2250
H -0.583 -2.802 0.361 0.3819
H -1.330 1.640 0.459 0.2113
H -0.710 1.713 -1.059 0.2264

It is run Q that is the least stable of them.

Run P
16
Properties=species:S:1:pos:R:3:nbo_charge:R:1 method="wB97M-V/def2-TZVPD" total_charge=+1 homo_lumo_gap_ev=11.203 homo_energy_ha=-0.5252
N -1.310 0.254 -0.469 -0.7370
N 0.750 -0.921 0.297 -0.7582
N 2.280 0.798 -0.556 -0.5504
C 3.203 -0.108 0.069 -0.2707
C 1.765 -0.279 -0.032 0.5117
C -2.554 -0.208 0.243 -0.4541
H -2.551 -0.312 1.365 0.2503
H -2.632 -1.274 -0.020 0.2191
H -3.487 0.301 -0.224 0.2404
H 0.816 -1.907 0.513 0.4084
H 2.209 1.771 -0.385 0.4141
H -1.538 -0.097 -1.377 0.4147
H 3.502 0.116 1.106 0.2105
H -0.489 -0.449 -0.231 0.4365
H 3.970 -0.585 -0.553 0.2291
H -1.225 1.324 -0.456 0.4355

Run Q
16
Properties=species:S:1:pos:R:3:nbo_charge:R:1 method="wB97M-V/def2-TZVPD" total_charge=+1 homo_lumo_gap_ev=10.283 homo_energy_ha=-0.5060 smiles=C[NH2+][C@@]1(N)CN1
N -0.756 0.773 0.075 -0.4789
N 0.534 -1.177 -0.612 -0.6341
N 1.569 1.205 -0.116 -0.8300
C -1.869 -0.145 -0.185 -0.4250
C 0.810 -1.092 0.749 -0.2354
C 0.601 0.186 0.113 0.3651
H 0.048 -1.359 1.456 0.1989
H -2.648 0.444 -0.469 0.2231
H -1.019 1.318 0.806 0.4325
H 1.180 -1.553 -1.275 0.4121
H 1.533 1.623 -0.965 0.3788
H 2.543 0.993 0.265 0.4256
H 1.835 -1.155 1.347 0.2234
H -0.640 1.434 -0.815 0.4390
H -1.580 -0.772 -1.039 0.2692
H -2.141 -0.724 0.666 0.2357

Run R
16
Properties=species:S:1:pos:R:3:nbo_charge:R:1 method="wB97M-V/def2-TZVPD" total_charge=+1 homo_lumo_gap_ev=11.023 homo_energy_ha=-0.5198 smiles="C[NH+](C)/N=C/N"
N -0.128 0.798 -0.454 -0.3765
N -0.204 1.502 -2.580 -0.7558
N 0.071 -0.257 0.444 -0.2059
C 0.098 0.543 -1.681 0.2954
C 0.973 0.227 1.543 -0.4360
C -1.083 -1.153 0.645 -0.4204
H -0.833 2.248 -2.241 0.4207
H -0.320 1.422 -3.561 0.4243
H 0.477 1.018 2.022 0.2435
H -1.449 -1.758 -0.167 0.2540
H 0.822 -0.762 -0.111 0.4098
H 0.603 -0.370 -1.853 0.1681
H -0.704 -1.748 1.399 0.2250
H 1.973 0.504 1.342 0.2555
H 0.968 -0.398 2.446 0.2435
H -1.956 -0.643 1.154 0.2548

It is run Q that is the least stable of them.

Run P
13
Properties=species:S:1:pos:R:3:nbo_charge:R:1 method="wB97M-V/def2-TZVPD" total_charge=-1 homo_lumo_gap_ev=7.090 homo_energy_ha=-0.1070 smiles="O=CCCC[O-]"
O 0.598 -1.576 1.294 -0.9191
O -1.107 2.766 0.919 -0.6037
C 0.927 -1.507 0.007 0.0001
C -0.046 0.809 0.149 -0.6077
C -0.045 -0.422 -0.732 -0.4403
C -1.193 1.647 0.441 0.4570
H 0.291 -0.120 -1.736 0.1606
H -2.152 1.166 0.179 0.0833
H 1.958 -1.111 -0.131 0.0743
H 0.199 0.278 1.139 0.3268
H 0.849 1.394 -0.088 0.2064
H -1.018 -0.914 -0.819 0.1761
H 0.740 -2.411 -0.620 0.0863

Run Q
13
Properties=species:S:1:pos:R:3:nbo_charge:R:1 method="wB97M-V/def2-TZVPD" total_charge=-1 homo_lumo_gap_ev=6.807 homo_energy_ha=-0.0959 smiles="O=CCCC[O-]"
O 1.292 1.142 -1.033 -0.9179
O 0.309 -1.149 2.833 -0.6193
C 0.241 0.536 -1.559 -0.0425
C 0.070 0.160 0.895 -0.5815
C -0.783 0.184 -0.430 -0.4358
C 0.158 -1.158 1.620 0.4231
H 0.228 -2.123 1.087 0.0987
H -0.126 1.077 1.478 0.2150
H -1.412 -0.760 -0.525 0.1607
H 1.140 0.392 0.486 0.3410
H -1.494 0.970 -0.328 0.1794
H -0.083 1.078 -2.427 0.1088
H 0.459 -0.349 -2.096 0.0702

Run R
13
Properties=species:S:1:pos:R:3:nbo_charge:R:1 method="wB97M-V/def2-TZVPD" total_charge=-1 homo_lumo_gap_ev=6.865 homo_energy_ha=-0.0909
O -1.113 0.198 -1.567 -0.8169
O 1.213 -1.373 -0.225 -0.7624
C 0.612 0.813 0.685 -0.4585
C -1.567 0.362 -0.400 0.2529
C 1.508 -0.415 0.776 -0.0391
C -0.854 0.474 0.769 -0.5503
H 1.417 -0.836 1.787 0.1298
H -1.397 0.805 1.648 0.1708
H 2.563 -0.107 0.688 0.1251
H 0.408 -1.042 -0.661 0.5046
H 0.795 1.293 -0.284 0.1991
H -2.677 0.356 -0.271 0.0665
H 0.919 1.508 1.474 0.1785

It is run Q that is the least stable of them.

Run P
27
Properties=species:S:1:pos:R:3:nbo_charge:R:1 method="wB97M-V/def2-TZVPD" total_charge=+1 homo_lumo_gap_ev=9.549 homo_energy_ha=-0.4594 smiles="COC1=C(CO)C[C@H]1[NH+](C)C"
O -0.928 -1.967 0.527 -0.5198
O -2.916 2.414 0.165 -0.7116
N 1.864 0.118 0.369 -0.3896
C 0.634 0.215 -0.439 -0.1063
C -1.382 0.626 0.236 -0.0337
C -2.821 1.049 0.453 -0.1035
C -0.226 1.422 -0.280 -0.4702
C -1.771 -2.755 -0.367 -0.2549
C -0.827 -0.636 0.327 0.3390
C 2.746 1.213 -0.116 -0.4507
C 2.493 -1.172 0.308 -0.4374
H 3.567 -1.304 0.657 0.2622
H -1.085 -2.922 -1.211 0.1847
H -3.876 2.627 -0.080 0.4935
H -0.472 2.071 -1.122 0.2677
H 3.514 0.767 -0.932 0.2489
H -1.987 -3.704 0.131 0.2309
H 1.666 -1.748 0.812 0.2494
H -2.532 -2.087 -0.851 0.2004
H 3.383 1.638 0.683 0.2451
H 0.921 -0.230 -1.436 0.2341
H 2.610 -1.424 -0.754 0.2232
H 0.219 2.218 0.520 0.2144
H -3.084 0.817 1.471 0.1912
H -3.436 0.422 -0.172 0.1844
H 1.552 0.214 1.474 0.4602
H 2.174 2.118 -0.372 0.2481

Run Q
27
Properties=species:S:1:pos:R:3:nbo_charge:R:1 method="wB97M-V/def2-TZVPD" total_charge=+1 homo_lumo_gap_ev=6.015 homo_energy_ha=-0.4505
O 1.273 -0.151 -0.609 -0.4616
O 0.698 -3.102 1.383 -0.4902
N 0.525 -0.044 0.484 0.1109
C -0.783 1.871 -0.345 0.4485
C 2.700 -2.312 0.491 -0.6636
C -1.898 2.745 0.029 -0.7177
C -0.085 2.100 -1.614 -0.5163
C -0.712 1.160 -2.671 -0.5721
C 1.823 -2.412 1.508 0.2417
C -0.425 0.836 0.548 -0.1681
C -0.080 -3.343 2.532 -0.2521
H -2.365 3.202 -0.841 0.2644
H -1.506 3.567 0.638 0.3038
H -0.205 3.134 -1.947 0.2477
H 3.628 -1.788 0.627 0.2368
H -1.116 -3.436 2.207 0.2043
H 2.571 -2.898 -0.403 0.2353
H 0.014 -2.536 3.263 0.1775
H -0.190 1.292 -3.611 0.2521
H 1.911 -0.910 -0.411 0.5253
H 1.996 -1.909 2.457 0.1833
H -2.637 2.230 0.640 0.2614
H -1.765 1.398 -2.806 0.2199
H -0.626 0.120 -2.373 0.2245
H -0.981 0.761 1.475 0.2322
H 0.976 1.845 -1.541 0.2727
H 0.229 -4.284 2.997 0.1994

Run R
27
Properties=species:S:1:pos:R:3:nbo_charge:R:1 method="wB97M-V/def2-TZVPD" total_charge=+1 homo_lumo_gap_ev=9.529 homo_energy_ha=-0.4788
O 1.746 1.208 -1.200 -0.4230
O 1.228 1.592 0.899 -0.4081
N -0.231 -0.847 -0.041 -0.6371
C 2.638 1.243 0.879 -0.1314
C 0.817 1.475 -0.296 0.9230
C -0.606 1.747 -0.745 -0.4861
C -2.483 -1.338 0.788 -0.6664
C -1.621 -0.466 -0.107 -0.0578
C -1.614 1.032 0.103 -0.3947
C 2.937 0.688 -0.540 -0.1023
C -0.012 -2.151 -0.435 -0.4320
H -2.658 1.374 -0.186 0.2476
H -2.308 -1.411 1.913 0.2299
H -0.664 -2.881 0.045 0.1900
H -3.585 -1.103 0.667 0.2417
H 0.038 -0.749 0.915 0.3539
H 1.012 -2.607 -0.326 0.2139
H 2.814 -0.412 -0.582 0.2168
H -1.948 -0.561 -1.129 0.1999
H -0.766 2.832 -0.553 0.2766
H -1.426 1.053 1.142 0.2169
H -2.487 -2.443 0.495 0.2375
H -0.690 1.518 -1.774 0.2638
H 3.314 2.085 0.924 0.2298
H -0.203 -2.377 -1.544 0.2096
H 2.844 0.458 1.652 0.2391
H 3.914 1.039 -0.965 0.2489

It is run P that is the least stable of them.

Run P
11
Properties=species:S:1:pos:R:3:nbo_charge:R:1 method="wB97M-V/def2-TZVPD" homo_lumo_gap_ev=10.493 homo_energy_ha=-0.3649
O 0.051 -0.999 -1.074 -0.6023
N 0.444 -0.209 0.078 -0.2255
N 0.358 1.615 -1.601 -0.6314
N -0.741 -0.534 2.193 -0.6338
C 0.224 1.197 -0.440 0.2824
C -0.488 -0.847 1.048 0.2671
H -0.360 0.344 2.611 0.3504
H 0.382 1.865 0.562 0.1629
H -0.826 -1.873 0.729 0.1876
H 0.608 1.049 -2.333 0.3681
H 0.941 -1.589 -1.316 0.4744

Run Q
11
Properties=species:S:1:pos:R:3:nbo_charge:R:1 method="wB97M-V/def2-TZVPD" homo_lumo_gap_ev=10.359 homo_energy_ha=-0.3528
O 1.916 -0.332 0.539 -0.6705
N -0.695 -1.174 -0.261 -0.8615
N 0.254 0.987 -0.428 -0.5585
N -1.865 0.628 0.536 -0.7101
C 1.448 0.705 -0.150 0.4531
C -0.824 0.193 -0.032 0.5301
H 1.184 -0.928 0.787 0.5055
H -0.238 -1.422 -1.128 0.3847
H -1.571 -1.660 -0.123 0.4035
H -1.843 1.623 0.729 0.3548
H 2.234 1.381 -0.467 0.1689

Run R
11
Properties=species:S:1:pos:R:3:nbo_charge:R:1 method="wB97M-V/def2-TZVPD" homo_lumo_gap_ev=9.247 homo_energy_ha=-0.3218
O 1.714 -1.139 0.051 -0.5946
N -0.590 0.650 0.077 -0.4672
N 1.863 0.381 0.026 -0.1673
N -1.211 -0.507 -0.282 -0.1693
C 0.777 1.038 -0.143 0.1699
C -2.512 -0.364 0.015 -0.1976
H -3.279 -1.259 0.146 0.2278
H 2.789 -1.404 0.437 0.4753
H -3.005 0.716 0.844 0.1124
H -1.370 1.259 0.248 0.3856
H 1.137 2.094 -0.071 0.2251

It is run R that is the least stable of them.